[1]
{
  "formula": "C4H5NOS",
  "method": "the ωB97M-V functional and the def2-TZVPD basis",
  "elements": ["C", "C", "C", "C", "N", "O", "S", "H", "H", "H", "H", "H"],
  "positions_angstrom": [[0.8117, -0.6149, -0.5265], [1.9026, 0.3729, -0.5776], [-0.1491, -0.2575, 0.3493], [-1.4911, -0.6245, 0.6757], [1.7856, 1.3963, 0.1705], [0.7330, 1.4489, 0.9109], [-2.4837, 0.5523, -0.4329], [0.8828, -1.6084, -0.8619], [2.9078, 0.0756, -1.0833], [-1.7471, -1.6285, 0.2398], [-1.7165, -0.6348, 1.6989], [-1.4359, 1.5226, -0.5629]],
  "forces_ev_per_a": [[-0.8, 2.2, 2.9], [2.0, -2.2, -1.4], [4.0, 1.3, -0.9], [-0.9, 0.1, -2.4], [0.6, 0.2, 0.4], [-2.4, -2.8, -1.2], [1.1, 1.0, 0.6], [0.0, -0.9, -0.9], [-2.0, 1.2, 0.8], [0.6, 0.8, 0.4], [-0.6, 0.4, 1.4], [-1.5, -1.3, 0.3]],
  "relative_energy_kcal_mol": 110.9,
  "total_energy_ha": -683.43118,
  "homo_lumo_gap_ev": 9.076
}

[2]
{
  "formula": "C37H55As3BN3O2SeZr",
  "method": "the ωB97M-V functional and the def2-TZVPD basis",
  "elements": ["Zr", "O", "C", "C", "C", "C", "C", "C", "C", "N", "C", "C", "N", "C", "C", "C", "C", "C", "C", "C", "O", "H", "H", "H", "H", "H", "H", "H", "H", "H", "H", "H", "H", "H", "H", "C", "As", "C", "C", "C", "C", "C", "As", "C", "C", "C", "As", "C", "C", "H", "H", "H", "H", "H", "H", "H", "H", "H", "H", "H", "H", "H", "H", "H", "H", "H", "H", "H", "H", "H", "H", "H", "H", "H", "H", "H", "C", "C", "C", "C", "C", "C", "Se", "C", "C", "C", "H", "H", "H", "H", "H", "H", "H", "H", "H", "H", "H", "B", "C", "N", "H", "H", "H"],
  "positions_angstrom": [[-1.4971, 0.4827, -0.7270], [-1.6843, 2.4766, -0.1217], [-2.2222, 3.5324, -0.6918], [-2.8310, 4.5156, 0.0976], [-3.3694, 5.6468, -0.4823], [-3.3145, 5.8536, -1.8604], [-2.7155, 4.8964, -2.6488], [-2.1692, 3.7317, -2.0926], [-1.5923, 2.7743, -3.0062], [-1.0790, 1.6358, -2.7177], [-0.7203, 0.7433, -3.8101], [-1.7995, -0.3279, -3.8664], [-1.9787, -0.8998, -2.5297], [-2.5275, -2.0548, -2.4556], [-2.9432, -2.7610, -1.2714], [-3.4143, -4.0707, -1.4623], [-3.9002, -4.8196, -0.4169], [-3.9473, -4.2425, 0.8524], [-3.5002, -2.9580, 1.0718], [-2.9743, -2.1913, 0.0225], [-2.5324, -0.9776, 0.2676], [-2.8835, 4.3568, 1.1665], [-3.8476, 6.3835, 0.1515], [-3.7406, 6.7435, -2.3014], [-2.6664, 5.0305, -3.7237], [-1.6113, 3.0771, -4.0581], [0.2434, 0.2910, -3.5834], [-0.6517, 1.2745, -4.7643], [-1.5474, -1.1055, -4.5926], [-2.7437, 0.1388, -4.1635], [-2.7329, -2.5826, -3.3913], [-3.3887, -4.4901, -2.4616], [-4.2555, -5.8275, -0.5783], [-4.3512, -4.8070, 1.6837], [-3.5710, -2.5079, 2.0511], [1.2598, 3.6864, -1.1259], [1.2645, 1.7758, -0.6825], [2.5831, 1.1950, -1.9933], [2.4705, 1.7216, 0.8633], [1.9237, 2.0741, 2.2521], [1.1085, 3.3661, 2.2102], [1.0839, 0.9294, 2.8281], [-0.6811, 0.5376, 2.0762], [-1.0000, -1.1394, 2.9914], [-1.8535, 1.7146, 3.0930], [3.1230, 2.2966, 3.1933], [4.3235, 0.7452, 3.4698], [5.7915, 1.7989, 4.2331], [3.6001, 0.1138, 5.1837], [2.2499, 4.1159, -0.9650], [0.5265, 4.2185, -0.5245], [0.9943, 3.8027, -2.1765], [3.5114, 1.7477, -1.8407], [2.2250, 1.3902, -3.0042], [2.7587, 0.1289, -1.8618], [3.2913, 2.4018, 0.6100], [2.8801, 0.7086, 0.8647], [0.2316, 3.2766, 1.5616], [1.7136, 4.1966, 1.8387], [0.7588, 3.6283, 3.2118], [0.8954, 1.1133, 3.8920], [1.6349, -0.0136, 2.7540], [-0.5029, -1.1216, 3.9626], [-0.6171, -1.9537, 2.3794], [-2.0704, -1.2610, 3.1352], [-1.7184, 1.5372, 4.1607], [-2.8866, 1.5051, 2.8162], [-1.6296, 2.7515, 2.8566], [2.7707, 2.6314, 4.1744], [3.7525, 3.0939, 2.7866], [6.2904, 2.3520, 3.4382], [6.5152, 1.1269, 4.6928], [5.4249, 2.4990, 4.9847], [2.6769, -0.4385, 5.0173], [3.4076, 0.9482, 5.8594], [4.3228, -0.5600, 5.6430], [3.9670, -6.3019, -2.3006], [3.1157, -5.1427, -1.8650], [2.9076, -4.8611, -0.5233], [2.1380, -3.7842, -0.0979], [1.9652, -3.5692, 1.3780], [1.5479, -2.9343, -1.0506], [0.5732, -1.4371, -0.3334], [1.7440, -3.2112, -2.4092], [1.1473, -2.3554, -3.4822], [2.5161, -4.3027, -2.7897], [4.1008, -7.0179, -1.4897], [4.9597, -5.9704, -2.6139], [3.5195, -6.8294, -3.1442], [3.3517, -5.5066, 0.2274], [2.4486, -4.3705, 1.9360], [0.9077, -3.5393, 1.6500], [2.3958, -2.6155, 1.6946], [0.1265, -2.0900, -3.2241], [1.1506, -2.8756, -4.4410], [1.7094, -1.4265, -3.6057], [2.6459, -4.5007, -3.8495], [-5.9512, 0.3796, -0.1001], [-4.6159, 0.7570, -0.8424], [-3.6047, 1.0086, -1.3571], [-6.0004, -0.8300, -0.1002], [-5.8543, 0.8439, 1.0148], [-6.8566, 0.8802, -0.7265]],
  "forces_ev_per_a": [[0.2, 0.2, 0.1], [-0.2, -0.3, 0.1], [0.1, 0.0, -0.1], [0.0, 0.1, -0.1], [0.0, 0.0, 0.1], [0.0, 0.0, -0.1], [0.0, 0.1, 0.1], [0.0, 0.0, 0.0], [0.1, 0.1, 0.1], [-0.4, -0.1, 0.0], [0.0, 0.0, 0.0], [0.0, -0.1, 0.0], [0.0, 0.1, 0.1], [0.0, 0.0, 0.1], [0.0, -0.1, 0.0], [0.0, 0.0, 0.1], [0.0, 0.0, -0.1], [0.0, 0.1, 0.1], [-0.1, -0.1, -0.1], [0.1, 0.0, 0.0], [0.0, 0.1, -0.2], [0.0, 0.0, 0.0], [0.0, 0.0, 0.0], [0.0, 0.0, 0.0], [0.0, 0.0, 0.0], [0.0, 0.0, 0.0], [0.1, -0.1, 0.0], [0.0, 0.0, 0.0], [0.0, 0.0, 0.0], [0.0, 0.0, 0.0], [0.0, 0.0, 0.0], [0.0, 0.0, 0.0], [0.0, 0.0, 0.0], [0.0, 0.0, 0.0], [0.0, 0.0, 0.0], [0.1, 0.0, 0.0], [-0.2, -0.1, 0.0], [0.1, 0.1, 0.0], [0.1, 0.0, -0.1], [0.0, 0.0, 0.0], [0.0, 0.1, 0.0], [0.0, 0.0, 0.1], [-0.1, 0.0, -0.2], [0.0, 0.0, 0.1], [0.1, 0.0, 0.1], [0.0, 0.0, 0.0], [0.0, 0.0, 0.0], [0.0, 0.0, 0.0], [0.0, 0.0, 0.0], [0.0, 0.0, 0.0], [0.0, 0.0, 0.0], [0.0, 0.0, 0.0], [0.0, 0.0, 0.0], [0.0, 0.0, 0.0], [0.0, 0.0, 0.0], [0.0, 0.0, 0.0], [0.0, 0.0, 0.0], [0.0, 0.0, 0.0], [0.0, 0.0, 0.0], [0.0, 0.0, 0.0], [0.0, 0.0, 0.0], [0.0, 0.0, 0.0], [0.0, 0.0, 0.0], [0.0, 0.0, 0.0], [0.0, 0.0, 0.0], [0.0, 0.0, 0.0], [0.0, 0.0, 0.0], [0.0, 0.0, 0.0], [0.0, 0.0, 0.0], [0.0, 0.0, 0.0], [0.0, 0.0, 0.0], [0.0, 0.0, 0.0], [0.0, 0.0, 0.0], [0.0, 0.0, 0.0], [0.0, 0.0, 0.0], [0.0, 0.0, 0.0], [0.0, -0.1, 0.0], [0.0, 0.0, 0.0], [0.0, 0.0, 0.0], [0.0, 0.1, 0.0], [0.0, 0.0, 0.1], [0.0, -0.2, 0.0], [0.4, 0.0, 0.0], [-0.1, 0.1, 0.1], [-0.1, 0.1, -0.1], [0.0, 0.0, 0.0], [0.0, 0.0, 0.0], [0.0, 0.0, 0.0], [0.0, 0.0, 0.0], [0.0, 0.0, 0.0], [0.0, 0.0, 0.0], [0.0, 0.0, 0.0], [0.0, 0.0, 0.0], [-0.1, 0.0, 0.0], [0.0, 0.0, 0.0], [0.0, 0.1, 0.0], [0.0, 0.0, 0.0], [0.1, 0.1, -0.1], [-0.1, 0.1, 0.0], [0.0, 0.0, 0.1], [0.0, 0.0, 0.0], [0.0, 0.0, 0.0], [0.0, 0.0, 0.0]],
  "relative_energy_kcal_mol": 11.9,
  "total_energy_ha": -10938.43716,
  "homo_lumo_gap_ev": 6.335
}

[3]
{
  "formula": "C9H13NO",
  "method": "the ωB97M-V functional and the def2-TZVPD basis",
  "elements": ["C", "C", "C", "C", "C", "C", "C", "C", "C", "H", "H", "H", "H", "H", "H", "H", "H", "H", "H", "H", "H", "H", "N", "O"],
  "positions_angstrom": [[1.6525, 1.2778, -0.5921], [0.1481, 1.6321, -0.6151], [-0.7282, 0.3746, -0.9030], [-0.4896, -0.7073, 0.0806], [0.2530, -1.8659, -0.3024], [0.4638, -2.8916, 0.6351], [-0.0643, -2.8592, 1.9322], [-0.7920, -1.5988, 2.1785], [-1.0720, -0.6342, 1.2277], [1.9003, 0.5912, -0.1172], [2.2278, 1.9276, 0.0118], [1.8905, 1.5584, -1.8693], [-0.4137, 2.0001, 0.6315], [0.0460, 3.7207, -1.2551], [0.0484, 2.2066, -2.7407], [-0.1372, 0.2379, -1.7188], [-1.6714, 1.6758, -1.0694], [0.5836, -1.6572, -1.4201], [1.0397, -3.9790, 0.6298], [0.1407, -3.4589, 2.8191], [-1.1056, -1.5926, 2.9980], [-1.5657, 0.4277, 1.9591], [-0.2744, 2.7738, -1.5525], [-2.0806, 0.8405, -0.9477]],
  "forces_ev_per_a": [[-4.8, 13.1, -10.4], [-1.4, 2.3, 4.8], [0.3, 1.6, 2.6], [1.6, -1.0, -4.9], [-0.1, 1.4, -1.4], [1.6, -4.1, 0.8], [-1.5, 5.3, -0.8], [5.2, -4.1, -11.2], [-2.3, 2.8, 8.9], [3.4, -12.9, 6.0], [0.4, 2.2, 0.0], [0.2, -1.7, 4.0], [2.1, -0.7, -3.5], [0.3, -1.3, -1.0], [-0.9, 3.2, 4.4], [0.2, -1.9, -4.2], [-1.8, 3.3, -0.7], [-0.1, -1.7, 2.5], [-1.0, 3.1, -1.5], [0.0, -0.4, -0.8], [-5.0, 1.0, 12.5], [1.2, -3.1, -3.4], [1.1, -4.3, -2.3], [1.4, -2.2, -0.4]],
  "relative_energy_kcal_mol": 251.9,
  "total_energy_ha": -480.35592,
  "homo_lumo_gap_ev": 9.630
}

[4]
{
  "formula": "C4H9F2NO5PS",
  "method": "the ωB97M-V functional and the def2-TZVPD basis",
  "elements": ["C", "C", "C", "C", "N", "O", "O", "O", "O", "O", "F", "F", "P", "S", "H", "H", "H", "H", "H", "H", "H", "H", "H"],
  "positions_angstrom": [[-2.6841, 0.9135, -1.3947], [-1.9041, -0.4462, 0.5781], [-1.6649, 0.8067, -0.2604], [1.6818, 0.2689, 0.7839], [2.7538, -2.3320, 0.7927], [1.8041, 1.9812, -1.2406], [0.2979, 2.6363, 0.7940], [0.8477, -1.9992, -0.7624], [3.0745, -1.0857, -1.3440], [-0.3758, 0.7765, -0.8348], [1.0945, -0.3091, 1.8593], [2.9203, 0.5896, 1.1945], [0.8308, 1.6606, -0.1866], [2.0498, -1.3193, -0.3804], [-2.6498, 0.0154, -2.0055], [-3.6881, 1.0385, -0.9946], [-2.4398, 1.7690, -2.0189], [-1.6396, -1.3257, -0.0057], [-2.9471, -0.5022, 0.8828], [-1.2798, -0.4236, 1.4669], [-1.7364, 1.6973, 0.3793], [2.0795, -2.5282, 1.5200], [3.5749, -1.8823, 1.1772]],
  "forces_ev_per_a": [[0.4, 0.1, 0.2], [0.2, 0.2, -0.2], [-0.9, 0.1, 0.2], [0.4, -1.3, -1.5], [-0.2, 0.4, -0.6], [0.2, -0.2, -0.1], [0.0, -0.2, 0.2], [-0.3, 0.2, 0.2], [0.2, 0.4, 0.0], [0.6, 0.2, 0.1], [-0.5, 0.2, 0.1], [0.4, 0.3, 0.1], [-0.4, 0.2, 0.1], [0.1, -0.3, 1.3], [0.0, -0.1, -0.1], [-0.1, 0.0, 0.0], [0.0, 0.1, -0.1], [0.0, -0.1, 0.0], [-0.1, 0.0, 0.0], [0.0, -0.1, 0.1], [0.0, -0.2, -0.1], [-0.1, 0.0, 0.1], [0.1, 0.0, 0.1]],
  "relative_energy_kcal_mol": 0.0,
  "total_energy_ha": -1528.20914,
  "homo_lumo_gap_ev": 9.251,
  "smiles": "CC(C)O[P@@](=O)([O-])C(F)(F)S(N)(=O)=O",
  "total_charge": -1
}